Entry 1:
C2H7S2 | ωB97M-V/def2-TZVPD

XYZ file:
```
11
Properties=species:S:1:pos:R:3:forces:R:3
H -2.2226 0.4926 1.0401 -0.0218 0.3043 -0.2704
H 0.1207 1.4268 0.6802 -0.0554 -0.2386 -0.0048
H 1.3071 -0.8841 -0.7985 -0.1149 0.9898 -0.2142
C -1.4936 0.0538 0.3474 -0.5863 -0.8141 0.5211
H -2.0222 -0.4850 -0.4412 -0.0512 0.3206 -0.1729
S 0.7009 0.3211 -1.3811 0.2212 -0.8676 -0.0875
H -0.7569 1.8793 -0.7263 -0.8416 -0.0450 0.2455
C -0.4493 1.0015 -0.1564 1.1076 0.4859 -0.0554
H -1.0421 -0.7478 0.9431 0.3125 0.1382 -0.1460
H 2.8115 -1.1694 0.8035 0.1168 -0.0483 -0.0599
S 3.0465 -1.8887 -0.3108 -0.0870 -0.2253 0.2445
```
Forces are in eV/Å.

Spin multiplicity: 1
LUMO in eV: 3.688
Charge: -1
Kohn-Sham gap in eV: 6.563
Energy above the lowest of the compared OMol25 structures with the same formula, charge and spin in kJ/mol: 42.5

***

Entry 2:
C19H27FO18 | ωB97M-V/def2-TZVPD

XYZ file:
```
65
Properties=species:S:1:pos:R:3:forces:R:3
O -1.2606 -1.7971 8.3886 0.7814 -3.6410 -1.5189
H 4.7772 -1.6108 -3.2833 -1.1735 0.6895 -0.4228
C -1.0675 -2.7960 7.6340 -1.0564 3.9385 1.0730
C -7.9647 0.1493 2.2761 0.0729 -0.0343 -0.1750
O 3.2723 6.7945 -3.6130 1.2975 0.4180 -3.2273
H 4.4523 -3.2252 -7.4466 -0.1117 0.8051 -0.2947
O 2.7401 -2.8569 -10.7931 -0.5321 -0.2227 1.0754
C 2.7084 -3.0715 -9.6127 1.6436 -0.1628 -2.3521
C -2.3537 0.7918 -1.4591 -0.9985 0.6207 -0.8190
H 2.3343 -2.3282 -6.6610 -0.6667 0.1021 -0.1074
O -1.1799 -2.6650 6.3031 -0.3286 -0.8817 0.2063
H 5.1929 7.4654 -4.3047 -0.4685 -0.9866 -0.4062
H -0.7668 -0.7462 5.8586 -0.4260 0.4946 -0.0311
H -7.2722 -0.5154 4.1366 -0.9449 -0.4701 0.4118
C 2.2097 -3.0186 -7.4953 1.5911 -0.6890 2.4463
C 3.1998 -0.5627 -0.6868 0.7985 0.8648 0.4863
C -1.7912 -5.1129 9.9930 0.1955 -0.1135 0.4103
C 3.5370 -3.7745 -7.6672 -0.2114 0.1405 1.2182
O -2.3903 -0.5347 -1.9409 0.2066 -2.0542 0.6231
H -0.1655 -3.6798 9.9654 -0.3491 0.3791 -0.3781
C 4.7203 -1.1629 -2.2912 -2.0138 0.3992 -1.1734
O 2.2234 5.8361 -1.9603 0.9050 0.8403 0.1526
H -8.7131 0.5108 4.2483 0.5393 1.2405 0.6356
O -1.3147 0.4945 -3.4969 0.6637 0.7351 -1.5395
C -6.4000 1.7484 2.7037 1.3435 2.3733 -3.1292
H -1.9328 1.0066 -0.4769 -0.0527 -0.9712 0.1126
H 5.6602 7.5057 -2.0940 0.0813 0.4056 0.3486
H -1.7358 -1.6517 4.6831 -0.3196 0.2285 0.1602
O 3.4896 -1.5214 -1.6117 0.6616 0.2246 -0.2867
O 3.4514 -4.0581 -9.0300 0.1097 -0.5555 -0.9234
H -3.3901 1.1266 -1.5039 -0.0217 0.1018 0.4490
O 3.6679 7.5269 -1.6203 0.5994 1.1231 2.3041
C 4.7862 0.3572 -2.0981 -0.0685 -1.3037 -0.5209
O -6.6381 1.2359 3.8935 -0.6257 1.6249 0.2802
H -2.1472 2.3662 -2.8634 0.4144 -0.1704 -0.7284
F 5.7345 -1.7733 -1.7359 2.0647 -0.9843 2.1446
H 4.2854 0.8854 -2.9095 0.1004 0.0672 -0.0374
O -1.8588 -1.7042 -3.8575 0.4677 2.2741 1.7168
H 4.0323 8.6980 -4.2302 -1.1021 -0.3469 -0.2143
O 2.3993 -0.6089 0.1996 0.8779 -0.0697 -1.3989
O -0.7646 -4.0532 7.9084 0.1602 -0.2835 1.7969
C -7.7469 0.3900 3.7585 -0.2397 -3.6923 0.5856
O -5.6495 2.6526 2.3941 -1.0168 -1.6831 1.2699
H 1.4063 -3.7417 -7.3546 -0.2123 0.2498 0.0742
C 4.2896 7.7472 -3.7634 2.2237 1.6486 -0.0746
H 0.3035 -5.1767 9.2654 -0.3560 -0.2501 -0.2329
H 5.8381 0.6309 -2.0158 -0.2042 0.3052 0.2596
H 4.8756 9.1619 -2.3314 -0.0611 -0.1846 1.1489
C 4.7618 8.0779 -2.3252 -0.5157 -0.8492 -1.9426
H -7.6061 -0.8509 2.0326 -0.1014 0.0281 -0.4146
H 3.6777 -4.6249 -7.0000 -0.6699 -0.5642 -0.5314
O 4.0723 0.5121 -0.9004 -1.0677 -0.1765 0.9447
H -1.5547 -5.5886 10.9448 0.7141 0.2805 0.2520
H -0.6084 1.8260 -2.0975 0.0637 0.1992 -0.4414
C -1.6280 -1.4036 5.7390 1.2376 -0.7218 0.4148
O -7.1443 1.1327 1.7199 1.1322 0.8264 0.0658
C -1.8133 -0.6987 -3.1696 -1.2402 -0.5760 0.0074
O 2.1022 -2.3427 -8.6936 -0.9646 0.8962 -0.5987
H -2.5283 -1.0260 6.2236 0.1552 -0.0855 -0.0911
H -2.5230 -4.3596 10.2847 -0.1057 0.0361 -0.5138
H -2.2546 -5.9743 9.5119 0.0014 0.4609 -0.8154
H -8.9579 0.3201 1.8609 -0.1417 -0.2242 0.4522
C 3.0256 6.6485 -2.3573 -2.9639 -2.0820 1.9029
C -1.5618 1.5122 -2.5226 0.5327 -0.1532 0.6459
C -0.5429 -4.4948 9.3478 -0.3040 0.1615 -0.7341
```
Forces are in eV/Å.

Spin multiplicity: 1
LUMO in eV: 0.132
SMILES string: O=C1OC[C@@H](F)O1.CCOC(=O)OC.O=C1OCCO1.O=C1OCCO1.O=C1OCCO1.O=C1OCCO1
Charge: 0
Kohn-Sham gap in eV: 10.426

***

Entry 3:
C4H6O2Sm | ωB97M-V/def2-TZVPD

XYZ file:
```
13
Properties=species:S:1:pos:R:3:forces:R:3
C 0.3133 -0.2168 -1.2022 -0.5531 -0.6751 0.0236
H -0.2527 -0.1531 2.2803 0.0671 -0.3579 -0.8998
H 0.1311 -1.6094 1.1674 1.1014 1.3870 0.2060
Sm 3.3000 1.8044 -0.2715 -0.6082 -0.7000 -0.0268
H -0.3023 1.2979 -2.2189 -0.2869 -0.0433 -0.0620
H -2.4436 -0.3558 1.4010 -0.4498 -0.3546 -0.1968
H 0.4697 -1.2853 -1.3512 -0.0863 0.2394 0.0229
C -0.0616 0.2846 0.1158 -0.8714 0.1176 0.4994
C -1.7257 -1.1876 1.2694 -2.5181 0.9995 0.2963
O 0.1276 0.4427 -2.3454 0.3514 0.2192 -0.1536
H -0.5039 1.2845 0.1596 0.0121 -0.1780 -0.0921
C -0.3988 -0.6235 1.2614 1.8945 -1.8606 0.3059
O 1.3468 0.3172 -0.2658 1.9472 1.2069 0.0769
```
Forces are in eV/Å.

Spin multiplicity: 7
LUMO (alpha / beta) in eV: -9.963 / -9.771
Charge: +2
Kohn-Sham gap (alpha / beta) in eV: 5.070 / 5.262
Energy above the lowest of the compared OMol25 structures with the same formula, charge and spin in kJ/mol: 31.3

***

Entry 4:
C6H12O | ωB97M-V/def2-TZVPD

XYZ file:
```
19
Properties=species:S:1:pos:R:3:forces:R:3
H -1.9076 1.7595 1.8864 0.1111 0.0306 -0.0815
C -0.1499 0.8329 1.0421 -0.2203 -0.0461 0.1267
O 0.9475 1.2318 0.2320 0.0193 0.1106 -0.0131
C -1.0571 2.0288 1.2512 0.0026 0.0125 0.0208
H 1.6602 0.3610 -1.4713 -0.0421 -0.0513 0.1267
C 1.4826 0.0923 -0.4222 0.1572 -0.1942 -0.1591
H 0.8202 -1.7736 0.4566 -0.0486 0.1082 -0.0948
H -0.5115 2.8469 1.7311 -0.0727 -0.1173 -0.0577
H -0.5488 -2.5872 -1.4657 0.1043 0.1017 -0.0109
H 1.1115 -2.2588 -1.9844 -0.1235 0.0636 0.0606
H -1.3901 -0.9771 0.9172 0.0936 0.0909 -0.0974
C -0.7713 -0.3350 0.2815 -0.0415 0.0262 0.0102
H 0.2259 0.4743 2.0170 -0.0332 0.0487 -0.1065
H 2.4499 -0.1802 0.0233 -0.1312 0.0320 -0.0436
H -1.3995 0.0546 -0.5312 0.0913 -0.0367 0.0914
H -1.4346 2.3845 0.2863 0.0530 -0.0569 0.1317
C 0.1966 -1.7952 -1.5979 -0.0111 -0.0219 -0.0481
H -0.1791 -1.1036 -2.3623 0.0615 -0.0845 0.1194
C 0.4551 -1.0561 -0.2898 0.0304 -0.0159 0.0251
```
Forces are in eV/Å.

Spin multiplicity: 1
LUMO in eV: 1.143
SMILES string: C[C@H]1CO[C@@H](C)C1
Charge: 0
Kohn-Sham gap in eV: 10.670
Energy above the lowest of the compared OMol25 structures with the same formula, charge and spin in kJ/mol: 31.0

***

Entry 5:
C26H21FN8O4 | ωB97M-V/def2-TZVPD

XYZ file:
```
60
Properties=species:S:1:pos:R:3:forces:R:3
N -3.8155 6.8410 0.2569 0.1065 -1.0685 -0.2428
C 1.0324 -3.4276 -2.2403 0.1707 -0.1902 0.0345
H 0.5666 2.7417 2.0119 0.0164 0.0183 0.0754
C 1.0618 1.4811 -1.0791 0.0094 0.0980 0.0082
H 1.8829 -4.8177 0.7387 0.0383 -0.0446 0.0289
C -4.2963 5.7987 0.8757 -0.6163 1.7169 0.7794
C 3.0669 -6.2096 -1.0746 0.1453 -0.3608 0.0922
F 7.0422 -4.1461 2.3106 -0.0616 -0.0256 -0.0491
N -5.7860 5.5002 2.8478 -0.3798 -0.2264 0.5165
H -1.0241 -1.1442 1.1596 -0.0086 0.0402 -0.0689
C 1.1883 1.6268 0.2944 0.0756 -0.0443 0.1120
O -4.3100 7.9136 0.8762 0.1830 0.2408 -0.2557
C 0.1986 -2.4358 -1.7864 0.0208 -0.0322 0.2313
H -2.9857 5.1580 -2.1626 0.0973 0.0346 0.1833
C -3.4218 2.5885 -0.2650 -0.1064 1.0769 -0.3005
H -5.8042 4.5057 2.6749 -0.0764 0.1369 0.0816
H 0.3988 -3.0608 1.5334 -0.0230 0.0212 0.1106
N -4.6308 3.4954 1.2588 -0.6673 0.4163 0.8282
H -2.0018 5.6256 -0.7651 -0.0388 -0.1866 -0.1622
C -2.8214 1.4821 -1.0587 -0.0236 -0.3208 0.0770
C -0.9118 -1.2386 0.0705 -0.6259 0.6532 0.4287
C -0.0474 -2.2870 -0.4162 0.4757 -0.5592 -0.1766
H 3.5283 -6.9153 -1.7755 -0.1524 0.0708 0.1291
H -0.2828 -1.7541 -2.4687 -0.0426 0.0575 -0.1424
C 5.4386 -5.8080 1.8543 0.2011 0.1573 0.0758
C 4.8038 -4.4802 -0.5012 -0.0455 -0.1499 0.0383
H -6.4457 5.9319 3.4686 -0.0341 -0.0428 0.0079
C -2.3969 4.7646 -1.3262 0.0796 0.4870 -0.1134
N -1.5036 -0.4486 -0.7304 0.2987 -0.5421 -0.5843
H 1.2301 -3.5551 -3.2930 0.0103 -0.0071 -0.1321
H 3.9357 -7.2129 1.2869 -0.0747 -0.0962 0.0564
C 0.5734 -3.1625 0.4717 -0.2877 0.3567 -0.2307
H -0.9377 4.2044 0.7747 -0.0537 0.0653 0.0128
N -4.0493 4.4852 0.5565 0.8515 -0.9631 -1.0850
C 4.1308 -5.6465 -0.1616 -0.0627 0.0320 -0.0702
H 4.5538 -3.9708 -1.4195 -0.0361 0.0680 -0.0711
O -2.8299 1.4423 -2.2626 0.0041 0.1201 -0.1173
O 2.4492 -5.2523 -1.9046 -0.0350 0.1708 -0.1503
H 1.8444 0.9758 0.8521 0.0706 -0.0571 0.0517
C 5.7839 -3.9656 0.3276 0.1355 -0.0250 0.1841
N -5.1222 7.5742 1.9054 -0.5674 -0.6582 0.7334
C 1.6488 -4.3070 -1.3426 -0.2372 0.2418 0.0947
O -1.3743 4.0140 -1.9250 0.0842 -0.1634 -0.0221
C -0.5347 3.2794 -1.1330 0.3848 -0.1155 0.1011
C -5.1482 6.2636 1.9536 0.8683 0.5871 -0.9995
H 5.7016 -6.3084 2.7725 0.0485 -0.0250 0.1019
C 4.4553 -6.3045 1.0187 -0.0387 0.1362 -0.2205
C 0.4676 2.6109 0.9437 0.0563 -0.1031 0.0508
C 6.0874 -4.6401 1.4955 -0.0984 -0.0743 -0.0601
C -3.2694 3.9564 -0.4298 -0.1443 -0.7121 0.1317
N -2.2589 0.5421 -0.2405 -0.1826 0.1468 1.0153
H 6.3104 -3.0584 0.0779 0.0723 0.0950 0.0041
H 1.6180 0.7127 -1.5936 0.0440 -0.0854 -0.0749
H 2.3144 -6.7553 -0.4886 0.0665 0.0654 -0.0653
C 1.4124 -4.1640 0.0212 0.2420 -0.3736 -0.1366
C 0.2114 2.3009 -1.7897 -0.1594 0.2081 -0.0207
H 0.0781 2.1910 -2.8529 -0.0412 -0.0534 -0.1528
H -2.3599 0.6495 0.7726 0.0819 0.0554 -0.3978
C -0.3929 3.4397 0.2403 -0.1465 0.2947 -0.1576
N -4.2524 2.3802 0.7841 0.1285 -0.5627 -0.1163
```
Forces are in eV/Å.

Spin multiplicity: 1
LUMO in eV: 0.041
SMILES string: Nc1nonc1-n1nnc(C(=O)N/N=C/c2ccc(OCc3ccc(F)cc3)cc2)c1COc1ccccc1
Charge: 0
Kohn-Sham gap in eV: 8.150
Energy above the lowest of the compared OMol25 structures with the same formula, charge and spin in kJ/mol: 14.8

***

Entry 6:
C7H10O | ωB97M-V/def2-TZVPD

XYZ file:
```
18
Properties=species:S:1:pos:R:3:forces:R:3
H -1.5008 -1.5114 -1.4753 -1.5593 0.2123 0.4577
H 0.0904 2.6195 0.5496 0.2599 0.2246 -0.0731
H -1.0891 1.9439 2.7701 0.6049 -1.0105 -0.8954
C -0.2310 1.5680 -1.3095 -0.4175 -2.2943 0.6987
C -1.5689 -0.2224 0.3091 -2.0781 -1.8012 0.7892
H 0.2160 2.2100 -2.0464 0.2301 0.5785 0.3503
H -2.3486 -0.8559 0.7944 1.2145 0.3658 0.5143
C -0.6613 0.2867 -1.7976 -0.0509 2.4871 -0.4805
C -1.5304 -0.4915 -1.0666 3.3521 -0.3836 -0.7095
C -0.2829 1.7290 0.0687 0.2379 -0.1701 -0.1171
C -0.6664 0.9430 2.4017 -0.3449 1.7206 2.3503
H -0.3191 0.0831 -2.8065 -0.4238 -0.4562 -0.0425
H 3.2196 -3.6328 -0.2915 -0.1241 0.3991 -0.4351
H 4.3722 -3.7787 0.5815 0.4793 0.3610 -0.0282
C -0.8187 0.7333 0.9462 -0.4360 1.2464 -1.5790
H -1.1548 0.2808 3.1056 -0.4296 -0.7611 -0.4964
H 0.3677 0.9441 2.7949 -0.1596 0.0381 -0.7676
O 4.0736 -3.2077 -0.1403 -0.3551 -0.7567 0.4639
```
Forces are in eV/Å.

Spin multiplicity: 1
LUMO in eV: 0.790
SMILES string: Cc1ccccc1.O
Charge: 0
Kohn-Sham gap in eV: 9.712
Energy above the lowest of the compared OMol25 structures with the same formula, charge and spin in kJ/mol: 119.7

***

Asked for strongest force on any atom across the records above, the calculation gives 1.211; 4.217; 2.725; 0.296; 1.984; 3.448 eV/Å in order.
Asked for electronic energy across the records above, the calculation gives -23858.7746; -59710.5912; -26220.9264; -8464.0326; -50127.0481; -9467.3199 eV in order.